Formula: C26H53Cl2NO4Si2
Source: the Open Molecules 2025 dataset
Level of theory: ωB97M-V with the def2-TZVPD basis set

Last column: Löwdin charge in e.
Element x y z (Å)
C: 3.8922 0.0960 -0.8864  0.1440
C: 2.9365 0.3786 -0.1958  -0.1037
C: 1.7681 0.5400 0.6544  -0.2469
O: 0.6406 -0.1789 0.2169  -0.1338
C: 0.2540 0.0718 -1.0928  -0.6086
Cl: 0.3087 1.8096 -1.5799  0.7413
C: -1.0927 -0.6027 -1.3520  -0.3214
C: -1.6509 -0.2640 -2.7269  -0.0819
C: -0.6108 -0.6616 -3.7695  -0.4685
O: -0.0466 -1.7221 -3.7175  0.1118
N: -0.3423 0.3065 -4.7596  -0.1734
C: 1.0260 0.2462 -5.2523  -0.0691
C: -1.3264 0.3006 -5.8317  -0.0559
O: -2.0423 -0.5238 -0.3079  -0.0792
C: -2.2760 0.6834 0.3113  -0.6643
Cl: -3.0774 1.9331 -0.7405  0.6544
C: -3.2215 0.3879 1.4918  -0.1886
C: -2.6612 0.9249 2.8112  -0.1822
C: -2.4613 2.4637 2.8100  -0.2077
C: -1.0121 2.8968 2.8506  -0.2015
C: -0.8732 4.3832 2.4320  -0.1961
C: -0.0893 4.4664 1.1169  -0.2167
C: 0.1009 5.9219 0.6530  -0.2137
C: -0.6118 6.2470 -0.6533  -0.2268
C: -0.2126 7.6649 -1.0921  -0.2801
C: -1.1278 8.2454 -2.1583  -0.1140
H: 4.7220 -0.0196 -1.5209  0.0246
H: 1.5613 1.5868 0.8409  0.0909
H: 2.0301 0.1226 1.6204  0.1335
H: 0.9592 -0.4256 -1.7511  0.1016
H: -0.8404 -1.6562 -1.4285  0.1424
H: -2.5182 -0.8881 -2.9146  0.1406
H: -1.8399 0.7895 -2.8614  0.0639
H: 1.1347 -0.4142 -6.1123  0.0841
H: 1.7424 0.0071 -4.4796  0.0842
H: 1.2778 1.2406 -5.6157  0.0878
H: -1.0924 -0.4226 -6.6092  0.0908
H: -1.4427 1.2903 -6.2576  0.0875
H: -2.2935 0.0606 -5.3999  0.0888
H: -1.3960 1.1582 0.7254  0.0763
H: -3.3820 -0.6789 1.6012  0.1173
H: -4.1716 0.8719 1.3045  0.0891
H: -1.6680 0.4853 2.9070  0.1094
H: -3.2683 0.6147 3.6497  0.1049
H: -2.9847 2.8417 3.6830  0.1113
H: -2.9806 2.8879 1.9556  0.0873
H: -0.3964 2.3135 2.1699  0.0790
H: -0.5812 2.7634 3.8370  0.1128
H: -0.3257 4.9476 3.1775  0.1066
H: -1.8540 4.8135 2.2691  0.1085
H: 0.8904 4.0267 1.2862  0.1022
H: -0.6571 3.9003 0.3827  0.0757
H: -0.2652 6.6097 1.4104  0.1067
H: 1.1618 6.1158 0.5217  0.1091
H: -1.6889 6.2717 -0.4933  0.1158
H: -0.3797 5.5270 -1.4320  0.1105
H: 0.8292 7.6358 -1.3980  0.1048
H: -0.2543 8.2740 -0.1932  0.1013
H: -2.0814 8.5261 -1.7248  0.0699
H: -1.2901 7.5234 -2.9522  0.0692
H: -0.6650 9.1245 -2.5945  0.0642
C: 0.2613 -3.0634 1.4275  -0.1417
Si: 1.0726 -4.3927 0.3924  0.3592
C: -0.2619 -5.5007 -0.3143  -0.1561
C: 1.9679 -3.5699 -1.0246  -0.1419
O: 2.1229 -5.2746 1.3102  -0.2685
Si: 2.1214 -6.2335 2.6487  0.3458
C: 3.8439 -6.8581 3.0067  -0.1661
C: 0.9957 -7.7081 2.3930  -0.1631
C: 1.5170 -5.2709 4.1372  -0.1634
H: -0.3733 -3.4982 2.2036  0.0301
H: -0.3603 -2.4249 0.7998  0.0146
H: 1.0149 -2.4382 1.9109  0.0354
H: 0.1789 -6.3341 -0.8655  0.0357
H: -0.9018 -4.9382 -0.9974  0.0316
H: -0.8907 -5.9121 0.4782  0.0233
H: 2.4427 -4.3093 -1.6729  0.0370
H: 2.7397 -2.8885 -0.6586  0.0258
H: 1.2631 -2.9930 -1.6293  0.0157
H: 4.2286 -7.4496 2.1737  0.0318
H: 3.8324 -7.4906 3.8965  0.0324
H: 4.5325 -6.0302 3.1868  0.0316
H: -0.0448 -7.3934 2.2897  0.0230
H: 1.0607 -8.3900 3.2433  0.0327
H: 1.2758 -8.2568 1.4913  0.0354
H: 0.4706 -4.9821 4.0188  0.0228
H: 2.1070 -4.3625 4.2766  0.0346
H: 1.6008 -5.8759 5.0423  0.0326

## Properties
HOMO, eV: -9.338
Structure (SMILES): C#CCO[C@H](Cl)[C@H](CC(=O)N(C)C)O[C@@H](Cl)CCCCCCCCCC.C[Si](C)(C)O[Si](C)(C)C
Total energy, Ha: -2877.6290
M, g/mol: 570.79
2S+1: 1
LUMO level, eV: 0.664

=====

Formula: C26H53ClFN5O7P2S
Source: the Open Molecules 2025 dataset
Level of theory: ωB97M-V with the def2-TZVPD basis set

Last column: Löwdin charge in e.
Element x y z (Å)
C: -1.3608 -1.8921 2.4319  0.1367
C: -0.7208 -1.4148 1.3718  -0.1187
C: 0.0835 -0.5309 0.3147  -0.4076
O: 0.7740 0.6173 0.8092  -0.1259
C: 0.7028 0.8617 2.2226  -0.1722
C: 1.7230 -0.0615 3.1326  -0.2825
C: 1.0457 -0.1060 4.6282  -0.0820
C: 3.1427 0.7107 3.1947  -0.1582
C: 4.4488 -0.2464 3.2153  -0.3704
C: 5.2368 -0.1421 1.7860  -0.1075
C: 4.1811 -1.7627 3.7041  -0.1021
C: -0.9839 0.0318 -0.8339  -0.5496
Cl: -2.5446 0.3351 0.1452  0.7591
O: -0.3944 1.2843 -1.2603  -0.1986
C: -1.2025 2.4583 -1.0720  -0.2904
C: -0.3719 3.6780 -1.8166  -0.0764
C: -1.1995 -1.0294 -2.0654  -0.3954
C: -2.2150 -0.2955 -3.1231  -0.1740
C: -3.7818 -0.5864 -2.8936  -0.1968
C: -4.4219 -1.6143 -4.0043  -0.1245
F: -4.6237 -0.7693 -5.2103  -0.1564
P: -1.9186 -2.7199 -1.5957  0.7826
N: -2.9978 -2.7818 -0.4201  -0.3011
C: 0.2272 -1.4076 -2.8289  -0.4983
C: 0.8478 -0.2073 -3.7180  -0.1495
C: 2.3727 0.2260 -3.3304  -0.2312
N: 2.4357 1.4638 -2.4480  -0.0085
P: -0.1843 -2.7710 -4.1719  0.7899
N: 0.2190 -4.2554 -3.6405  -0.3129
O: 1.1769 -2.1226 -2.0017  -0.2792
S: 1.3799 -1.6301 -0.4501  0.8265
O: 1.4583 -2.8833 0.4380  -0.3252
O: 2.7716 -0.9873 -0.3252  -0.3104
H: -1.8573 -2.2322 3.4239  0.0870
H: 1.1295 1.9441 2.3775  0.1444
H: -0.3625 0.9263 2.6829  0.1245
H: 1.7447 -1.0873 2.6136  0.1148
H: 0.5032 -1.1163 4.7307  0.0712
H: 1.8873 0.0208 5.4226  0.0808
H: 0.3206 0.7980 4.7225  0.0804
H: 3.2238 1.3763 2.2403  0.1034
H: 3.0842 1.4488 4.0878  0.1161
H: 5.1819 0.2231 3.9978  0.1226
H: 5.1210 0.9138 1.3244  0.0534
H: 6.3708 -0.2491 2.0571  0.0826
H: 4.9897 -1.0059 1.0638  0.0697
H: 3.4570 -2.3418 2.9921  0.0840
H: 3.8006 -1.7345 4.7919  0.0762
H: 5.2015 -2.3244 3.6012  0.0874
H: -2.2261 2.4584 -1.6339  0.1155
H: -1.2994 2.8348 0.0242  0.1241
H: 0.7342 3.5304 -1.5333  0.0743
H: -0.7344 4.6552 -1.3135  0.0826
H: -0.5745 3.7001 -2.9525  0.0833
H: -1.9934 -0.5905 -4.2339  0.1117
H: -2.0896 0.8671 -3.1232  0.1164
H: -4.0950 -0.8814 -1.8303  0.0561
H: -4.3402 0.4209 -3.1094  0.1270
H: -5.4673 -1.9838 -3.7008  0.1140
H: -3.6910 -2.4376 -4.3310  0.0822
H: -0.8069 -3.5599 -1.1638  0.0447
H: -2.5717 -3.3558 -2.7367  0.0334
H: -3.8710 -3.2070 -0.7878  -0.0535
H: 0.2357 0.7826 -3.6922  0.1164
H: 0.8908 -0.4837 -4.8550  0.0896
H: 2.8616 0.5757 -4.3355  0.1183
H: 3.0339 -0.6310 -2.9494  0.1151
H: 1.7386 2.1310 -2.8156  0.0334
H: 2.1901 1.2333 -1.4712  0.0422
H: 0.6121 -2.5713 -5.3712  0.0287
H: -1.5670 -2.6879 -4.5529  -0.0174
H: 0.9457 -4.6421 -4.2694  -0.0334
C: -8.4818 -3.1757 0.9207  -0.0782
N: -7.2177 -3.2740 0.2301  0.0117
C: -6.6897 -2.4013 -0.6730  -0.5081
C: -7.4961 -1.1770 -1.0136  0.0014
O: -5.5947 -2.6252 -1.1776  -0.0223
H: -8.2873 -3.1632 1.9952  0.0857
H: -9.0802 -4.0542 0.6706  0.0853
H: -9.0332 -2.2767 0.6461  0.0753
H: -6.6247 -4.0742 0.4134  0.1492
H: -6.9574 -0.5711 -1.7435  0.0788
H: -8.4547 -1.4711 -1.4479  0.0895
H: -7.6573 -0.5752 -0.1159  0.0899
C: 5.6610 5.5682 4.2882  -0.0839
N: 5.7535 4.2364 3.7384  0.0059
C: 5.4178 3.8256 2.4819  -0.5204
C: 4.8833 4.8610 1.5292  -0.0063
O: 5.5547 2.6513 2.1620  0.0116
H: 6.6590 5.8816 4.6018  0.0833
H: 5.0007 5.5369 5.1575  0.0829
H: 5.2702 6.2858 3.5671  0.0741
H: 6.1055 3.4912 4.3267  0.1440
H: 4.6577 4.3970 0.5682  0.0877
H: 3.9633 5.2953 1.9284  0.0845
H: 5.6309 5.6419 1.3694  0.0856

## Properties
HOMO, eV: -7.820
Structure (SMILES): C#C[C@]1(OC[C@H](C)CC(C)C)[C@@](Cl)(OCC)[C@](CCCF)([PH2]=N)[C@](CCN)([PH2]=N)OS1(=O)=O.CNC(C)=O.CNC(C)=O
Total energy, Ha: -3463.3593
M, g/mol: 696.20
2S+1: 1
LUMO level, eV: 0.272